Computed, not measured: a molecular structure, C38H53IrN4O4S4SbTe, with the ωB97M-V functional and the def2-TZVPD basis.

Atoms and positions in Å:
Ir 9.2384 13.6476 12.8160
O 13.0248 9.9192 17.3561
C 12.0879 10.2907 16.6953
S 10.3071 10.3850 17.2088
C 9.5112 10.7499 15.6551
C 10.5365 11.1356 14.6569
S 10.3969 11.6111 12.9958
S 12.1838 10.8413 15.0348
S 7.8986 10.4009 15.5796
N 10.9680 14.0525 11.4319
C 10.4915 14.5398 10.4244
N 10.1370 15.1518 9.3476
C 10.1730 14.5762 8.1552
N 10.2866 14.2203 7.0399
O 6.8965 13.3902 10.9823
C 7.0865 14.5701 11.2710
O 8.1595 15.1021 11.8769
H 6.3704 15.3607 10.9692
C 5.8457 13.4986 15.0946
C 7.2242 14.1643 14.8136
O 7.5226 15.2680 15.3906
N 7.8788 13.4116 13.9407
Te 9.9941 15.5459 14.6368
C 11.3103 17.4302 14.2434
C 11.9350 18.0452 15.3616
C 11.5033 17.6515 16.7366
C 12.9225 19.0262 15.1399
C 13.3566 19.3459 13.8462
C 14.5644 20.1850 13.5796
C 12.6546 18.8118 12.7803
C 11.5301 18.0012 12.9684
C 10.6843 17.5805 11.8230
C 11.5038 14.4479 15.8529
C 12.8602 14.4818 15.4889
C 13.2407 14.9253 14.1213
C 13.8016 14.0109 16.3917
C 13.4092 13.4185 17.5857
C 14.3985 12.8587 18.5487
C 12.0359 13.3541 17.8840
C 11.0490 13.8841 17.0166
C 9.6243 13.8822 17.5073
H 5.4571 13.6901 16.1183
H 5.8803 12.4187 14.8920
H 5.1169 13.8329 14.3713
H 10.4041 17.6431 16.8380
H 11.8817 18.3552 17.4776
H 11.8552 16.6815 17.0671
H 13.4993 19.4270 15.9739
H 14.9159 20.6413 14.4879
H 14.3954 21.0082 12.8815
H 15.3758 19.6228 13.1421
H 12.9422 19.0584 11.7638
H 10.7138 18.3495 11.0204
H 9.6257 17.4142 12.1145
H 10.9967 16.6510 11.3738
H 12.5582 14.6075 13.3301
H 14.2530 14.5446 13.9226
H 13.3949 16.0080 14.0413
H 14.8409 14.1583 16.1354
H 15.2844 12.5636 18.0019
H 14.0223 11.9916 19.0854
H 14.6466 13.6673 19.2493
H 11.7346 12.8644 18.7746
H 9.6045 13.6905 18.5876
H 8.9799 13.1342 17.0184
H 9.1328 14.8328 17.3749
C 13.5045 7.5509 10.5107
C 12.9390 8.4384 11.6197
C 12.4544 7.6059 12.8366
C 13.9482 9.5070 11.9971
Sb 11.1980 9.7074 10.8316
C 11.6565 10.5433 8.6291
C 12.6160 11.6982 8.9017
C 10.2443 10.9332 8.1696
C 12.2477 9.4144 7.7951
C 9.1057 8.8162 10.9913
C 8.8421 8.2939 12.4256
C 9.0907 7.6060 10.0202
C 8.0608 9.8651 10.5604
H 14.2234 6.8402 10.9564
H 14.0319 8.1216 9.7405
H 12.7336 6.9756 9.9659
H 13.3058 7.1745 13.3830
H 11.9309 6.6964 12.4596
H 11.8360 8.1646 13.5394
H 14.8726 9.0368 12.3986
H 13.5428 10.1862 12.7903
H 14.2736 10.1477 11.1579
H 12.1943 12.3528 9.6725
H 12.8131 12.2899 8.0396
H 13.5666 11.2937 9.2602
H 9.7276 11.5519 8.9228
H 9.6223 10.0367 7.9461
H 10.2299 11.5510 7.2910
H 13.1811 9.0858 8.2170
H 12.4624 9.6829 6.7405
H 11.5721 8.5514 7.7969
H 9.5087 7.4534 12.6904
H 7.8016 7.9713 12.4545
H 8.9646 9.0983 13.1746
H 9.9379 6.9048 10.2031
H 9.1273 7.9194 8.9742
H 8.1863 7.0234 10.2410
H 8.0512 10.8271 11.0772
H 7.0852 9.4323 10.7168
H 8.0602 10.0734 9.4892

Properties
* calculated total energy: -114421.5250 eV
* HOMO-LUMO gap (spin up / spin down): 3.4 / 4.6 eV
* charge: -2
* LUMO energy (spin up / spin down): 3.9957 / 3.0236 eV
* 2S+1: 6